Entry 1:
Below is a molecular structure, C30H36ClO5Os, with properties calculated with the ωB97M-V functional and the def2-TZVPD basis.

Results
* gap between HOMO and LUMO (alpha / beta): 0.1492 / 0.1801 Ha
* 2S+1: 5
* highest occupied orbital energy (alpha / beta): -1.760 / -2.604 eV
* LUMO (alpha / beta): 0.0845 / 0.0844 Ha
* charge: -1

Positions of all 73 atoms, in Å:
C -3.9529 0.8907 -1.3840
C -3.0891 1.7976 -0.4602
C -2.9273 0.1126 -2.2473
C -1.6687 0.9680 -2.2320
H -3.3146 -0.0630 -3.2440
H -2.7313 -0.8554 -1.7896
C -1.6249 1.4873 -0.7763
H -3.3259 1.6121 0.5851
H -3.3005 2.8451 -0.6645
C -1.0606 0.4697 0.2018
H -1.0118 2.3865 -0.7121
H -1.8764 1.8499 -2.8515
C -0.4143 0.3431 -2.7209
C -4.7450 -0.1474 -0.6148
C -4.8331 1.7644 -2.2880
O -4.6231 1.9121 -3.4653
O -4.5345 -0.4988 0.5239
O -5.6839 -0.7013 -1.4077
O -5.8398 2.4843 -1.7345
C -6.2755 2.3207 -0.3814
H -5.4531 2.3175 0.3272
H -6.8616 1.4104 -0.2733
H -6.9119 3.1756 -0.1785
C -6.4370 -1.7821 -0.8303
H -5.7785 -2.6059 -0.5678
H -7.1415 -2.0864 -1.5952
H -6.9615 -1.4496 0.0620
O 0.3296 0.4785 0.2126
H -1.4432 -0.5316 -0.0276
H -1.4411 0.7178 1.2006
C 0.4955 1.1714 -3.5449
C -0.1711 -1.1116 -2.5969
H -0.9198 -1.7051 -3.1367
H -0.2033 -1.4503 -1.5585
H 0.8089 -1.3803 -2.9788
H 1.5358 0.8992 -3.3780
H 0.3836 2.2348 -3.3334
H 0.2983 1.0412 -4.6189
Os 1.7470 0.1921 1.3478
C 3.4869 1.8415 1.8280
C 2.5583 2.4499 0.9471
C 1.3427 2.5843 1.6273
H 2.7445 2.7075 -0.0801
C 1.4880 2.0117 2.9023
C 2.8358 1.5837 3.0343
H 3.2702 1.1111 3.8974
H 4.4995 1.5760 1.5835
H 0.4267 2.9649 1.2114
H 0.7211 1.9436 3.6552
C 2.0282 -2.2189 1.6694
C 2.4709 -1.5536 2.8318
C 1.3500 -0.9465 3.4304
H 3.4871 -1.5119 3.1847
C 0.2294 -1.1978 2.6179
C 0.6519 -2.0038 1.5398
H 0.0388 -2.3364 0.7206
H 2.6527 -2.7441 0.9716
H 1.3480 -0.3812 4.3445
H -0.7713 -0.8388 2.7893
Cl 4.1006 -2.9208 -1.7637
C 4.9324 -2.4271 -0.2927
C 5.9793 -3.2559 0.1465
C 6.6974 -2.9491 1.2999
C 6.3780 -1.8119 2.0240
C 5.3443 -0.9772 1.6007
C 4.5813 -1.2509 0.4326
C 3.4219 -0.3266 -0.0581
H 6.2397 -4.1486 -0.4047
H 7.5012 -3.5929 1.6367
H 6.9299 -1.5749 2.9264
H 5.1669 -0.1550 2.2502
H 3.8933 0.6041 -0.4294
H 2.9322 -0.7684 -0.9425

***

Entry 2:
Below is a molecular structure, ClF3Mg, with properties calculated with the ωB97M-V functional and the def2-TZVPD basis.

Results
* gap between HOMO and LUMO (alpha / beta): 0.3659 / 0.1809 Ha
* 2S+1: 2
* highest occupied orbital energy (alpha / beta): -6.614 / -6.598 eV
* LUMO (alpha / beta): 0.1229 / -0.0615 Ha
* charge: -1

Positions of all 5 atoms, in Å:
Mg 0.1459 -0.2680 -0.0942
F -0.2436 -2.2224 -0.0672
F -1.6194 0.6847 0.3094
F 1.0343 0.2279 1.5715
Cl 0.6827 1.5779 -1.7196

***

Entry 3:
Below is a molecular structure, C27H70N9O11PSSi2, with properties calculated with the ωB97M-V functional and the def2-TZVPD basis.

Results
* gap between HOMO and LUMO: 0.3036 Ha
* highest occupied orbital energy: -7.825 eV
* LUMO: 0.0161 Ha
* ΔE to the lowest compared entry with this formula, charge and spin: 33.3 kcal per mole
* charge: 0

Positions of all 121 atoms, in Å:
O 1.7044 -1.3912 0.1564
Si 1.1800 -0.3865 -1.1894
O 2.3348 0.8439 -1.6807
Si 4.0005 0.3393 -1.4198
P 4.6312 -1.3350 -2.7641
S 6.1939 -2.2475 -1.9490
H 1.1585 -1.0957 0.9653
H 0.8200 -1.2258 -2.3537
H -0.0707 0.2979 -0.7830
H 4.8418 1.4909 -1.8352
H 4.3194 0.0535 -0.0208
H 5.1519 -0.7751 -4.0162
H 3.5515 -2.2826 -2.9917
C -2.7297 -1.3642 -1.4533
C -2.8304 -0.7959 -0.0651
O -1.8674 -0.2845 0.5016
N -4.0352 -0.8582 0.5703
C -5.2764 -1.4122 0.0846
H -1.7085 -1.2395 -1.8245
H -2.9638 -2.4320 -1.4394
H -3.4086 -0.8334 -2.1261
H -4.0201 -0.4547 1.5000
H -6.0273 -0.6182 0.0912
H -5.5862 -2.2033 0.7721
H -5.1853 -1.8196 -0.9229
C 3.8472 6.2639 -1.8414
C 3.7281 4.7770 -2.0291
O 4.6341 4.1070 -2.5192
N 2.5719 4.1691 -1.6379
C 1.4000 4.7694 -1.0467
H 4.8243 6.5990 -2.2006
H 3.0729 6.7778 -2.4173
H 3.7644 6.5159 -0.7808
H 2.5707 3.1682 -1.7976
H 1.2328 4.2996 -0.0742
H 0.5472 4.5593 -1.6969
H 1.5036 5.8474 -0.9178
C 4.9399 -0.7461 5.1552
C 4.3953 0.6536 5.2205
O 4.4026 1.3083 6.2603
N 3.8810 1.1983 4.0811
C 3.7797 0.6027 2.7702
H 5.3129 -1.0380 6.1410
H 4.1491 -1.4432 4.8652
H 5.7695 -0.7931 4.4446
H 3.5352 2.1425 4.2081
H 4.3313 1.2330 2.0682
H 2.7247 0.5884 2.4854
H 4.1791 -0.4117 2.7410
C 7.3980 -7.3125 0.9684
C 6.8534 -5.9127 1.0337
O 6.8606 -5.2580 2.0735
N 6.3391 -5.3681 -0.1057
C 6.2377 -5.9636 -1.4165
H 7.7710 -7.6043 1.9542
H 6.6072 -8.0095 0.6784
H 8.2275 -7.3594 0.2578
H 5.9932 -4.4238 0.0214
H 6.7893 -5.3333 -2.1185
H 5.1827 -5.9779 -1.7014
H 6.6371 -6.9781 -1.4458
C 3.7103 0.7610 -6.1502
C 2.7283 -0.3257 -5.8111
O 2.6744 -0.8299 -4.6918
N 1.8782 -0.7531 -6.7879
C 1.7806 -0.2958 -8.1534
H 4.3166 0.9915 -5.2696
H 4.3767 0.4280 -6.9504
H 3.1779 1.6678 -6.4495
H 1.2491 -1.4858 -6.4802
H 0.7661 0.0777 -8.3138
H 1.9548 -1.1515 -8.8104
H 2.4996 0.4918 -8.3819
C 0.7678 -4.6054 -8.7861
C 1.7672 -4.0663 -9.7715
O 2.0131 -2.8657 -9.8602
N 2.4117 -4.9513 -10.5843
C 2.2681 -6.3865 -10.6382
H 0.3401 -3.7785 -8.2122
H -0.0428 -5.1144 -9.3144
H 1.2592 -5.2906 -8.0902
H 3.0677 -4.5097 -11.2184
H 3.2450 -6.8326 -10.4353
H 1.9539 -6.6578 -11.6491
H 1.5399 -6.7601 -9.9174
C 1.3451 2.5931 6.8772
C 0.0940 2.0729 7.5285
O -0.9397 1.8789 6.8931
N 0.1248 1.8136 8.8669
C 1.2274 1.9723 9.7848
H 1.1618 2.7503 5.8105
H 1.6302 3.5498 7.3230
H 2.1542 1.8657 6.9847
H -0.7561 1.4668 9.2290
H 1.4375 0.9981 10.2334
H 0.9179 2.6679 10.5688
H 2.1260 2.3501 9.2958
C -7.2927 2.4579 3.2499
C -6.7574 1.8075 2.0046
O -5.9360 0.8945 2.0473
N -7.2081 2.2569 0.7987
C -8.1617 3.3075 0.5339
H -6.8389 1.9907 4.1285
H -7.0403 3.5217 3.2556
H -8.3760 2.3224 3.3078
H -6.8000 1.7681 0.0101
H -8.9934 2.8761 -0.0287
H -7.6690 4.0652 -0.0805
H -8.5395 3.7679 1.4476
C -12.2924 3.1962 5.1650
C -10.8589 3.6493 5.1581
O -10.3719 4.2577 4.2081
N -10.0895 3.3681 6.2482
C -10.4663 2.6714 7.4548
H -12.7728 3.4943 4.2288
H -12.3411 2.1070 5.2463
H -12.8301 3.6652 5.9934
H -9.1376 3.7064 6.1657
H -10.3010 3.3441 8.3001
H -9.8162 1.7992 7.5593
H -11.5085 2.3501 7.4428

***

Entry 4:
Below is C4H11NO in the gas phase, with properties calculated with the ωB97M-V functional and the def2-TZVPD basis.

Results
* gap between HOMO and LUMO: 0.3860 Ha
* highest occupied orbital energy: -9.646 eV
* LUMO: 0.0315 Ha
* ΔE to the lowest compared entry with this formula, charge and spin: 22.6 kcal per mole
* SMILES string: C[C@H](O)CCN
* charge: 0

Positions of all 17 atoms, in Å:
C 0.6641 0.6146 0.1814
C 0.2708 -0.7392 -0.4105
C 1.4290 -1.4816 -1.0195
O -0.6559 -0.4861 -1.4897
C -0.5188 1.3326 0.8229
N -1.5225 0.4846 1.4996
H 1.4706 0.4408 0.8976
H 1.0339 1.2432 -0.6263
H -0.2934 -1.2873 0.3471
H 2.0604 -0.7770 -1.5590
H 1.0761 -2.2516 -1.7029
H 2.0042 -1.9910 -0.2750
H -1.5883 -0.4535 -1.2682
H -0.1553 2.0204 1.5847
H -1.0016 1.9577 0.0686
H -2.0220 1.1339 2.1026
H -2.2514 0.2395 0.8465